Computed, not measured: 3 unconnected molecules or ions with the total composition C2F2O2S at a distorted geometry, with wB97M-V/def2-TZVPD.

For the HOMO-LUMO gap, the calculation gives 8.708 eV.

Positions of all 7 atoms, in Å:
1 F 2.81331 -0.04776 -0.34731
2 O -0.79050 0.03852 2.05009
3 C -1.45396 0.33571 1.16284
4 S -2.43261 0.47548 -0.02152
5 O 1.48867 0.32606 -1.35703
6 C 0.45777 -0.17594 -1.15384
7 F -0.08268 -0.95206 -0.33322

Atomic partial charges in e from the Mulliken method, atoms 1 to 4: -0.455, -0.312, 0.660, -0.321